*w*
# C21H20IrN5O3S3Si

A structure of composition C21H20IrN5O3S3Si (the ωB97M-V functional and the def2-TZVPD basis, the OMol25 dataset).

Each line ends with the Löwdin charge.
Cartesian coordinates (Å):
Ir  -1.41876  -0.34262  0.42813  1.130
S  4.26933  2.70945  4.46322  1.037
S  -3.40711  -0.90425  1.91056  0.093
S  -3.72919  0.15148  0.12793  0.346
Si  0.55010  0.37133  -2.06271  0.443
O  -2.66871  -2.09673  1.41806  -0.463
O  -2.42872  -0.01499  2.56798  -0.435
O  -4.62074  -1.17309  2.61202  -0.320
N  0.33697  -0.86627  1.62716  -0.015
N  2.98331  3.41348  3.78308  -0.208
N  3.97154  1.16864  4.07523  -0.206
N  -0.64862  1.59622  1.15944  0.001
N  -0.74365  -0.68690  -1.52566  -0.241
C  -0.78349  3.91849  1.63218  0.001
C  0.73950  -2.09913  1.88133  -0.075
C  0.46623  1.49624  1.90693  -0.142
C  2.60369  -1.32056  3.14592  0.033
C  -0.10957  2.14073  -2.12207  -0.162
C  2.27315  2.45598  3.22105  -0.297
C  1.04522  2.63680  2.48516  -0.067
C  -1.27461  2.75433  1.05136  -0.107
C  2.84399  1.15591  3.39357  -0.297
C  -2.85192  -3.59893  -2.46725  -0.095
C  1.01416  0.17745  2.13038  -0.170
C  -1.75623  -2.78418  -4.41580  -0.104
C  -2.61015  -3.70411  -3.82887  -0.121
C  1.86544  -2.37466  2.65129  -0.005
C  -1.15825  -1.78535  -3.66871  -0.059
C  2.17793  -0.01831  2.88471  -0.073
C  1.98648  0.20636  -0.82691  -0.157
C  -2.24577  -2.61369  -1.71056  -0.077
C  -1.37285  -1.66505  -2.28036  -0.362
C  0.40267  3.86511  2.33157  0.036
C  1.39579  0.13480  -3.74229  -0.193
H  0.71934  2.85293  -2.17761  0.035
H  -0.52676  -1.06931  -4.17047  0.054
H  2.94153  0.27545  -1.35131  0.032
H  0.84018  4.74799  2.77831  0.127
H  -3.07409  -4.48462  -4.41741  0.092
H  2.23464  0.83622  -3.76904  0.033
H  0.13071  -2.89292  1.46646  0.131
H  -0.69497  2.36611  -1.23513  -0.024
H  2.14065  -3.39858  2.85647  0.118
H  -2.43799  -2.59529  -0.65181  0.042
H  1.80062  -0.86866  -3.88351  0.039
H  1.97241  1.00992  -0.08498  0.014
H  -2.19581  2.75190  0.48281  0.107
H  0.75302  0.37406  -4.59075  0.026
H  -1.32526  4.84523  1.51493  0.120
H  1.96062  -0.74669  -0.29825  0.019
H  -0.74884  2.29686  -2.99218  0.037
H  -1.55783  -2.83710  -5.47977  0.099
H  -3.52140  -4.29616  -1.97824  0.103
H  3.49204  -1.47133  3.74439  0.126

Its HOMO-LUMO gap is 5.188 eV. As for the total charge: 0.

***

*x*
# C21H20IrN5O3S3Si

A structure of composition C21H20IrN5O3S3Si (the ωB97M-V functional and the def2-TZVPD basis, the OMol25 dataset).

Each line ends with the Löwdin charge.
Cartesian coordinates (Å):
Ir  -0.27181  -0.02404  0.61546  1.147
S  -0.76850  -0.44849  3.07311  0.091
S  0.06995  -4.62584  -5.58791  1.037
S  -2.35526  0.17623  1.91675  0.430
Si  1.63865  2.56653  0.94087  0.438
O  -1.09902  -0.70871  4.43613  -0.313
O  0.15740  0.68261  2.83200  -0.472
O  -0.30044  -1.61126  2.27406  -0.471
N  1.19289  -1.28637  -0.68902  0.040
N  -1.19288  -3.94335  -4.85049  -0.209
N  0.30312  1.87763  0.00465  -0.229
N  1.25977  -4.09953  -4.63180  -0.209
N  -1.48026  -1.13821  -0.91571  -0.014
C  -1.12219  4.75634  -1.85271  -0.096
C  -0.39780  4.03568  -0.91988  -0.063
C  -1.95586  4.12355  -2.76217  -0.122
C  2.77506  -2.74032  -2.46145  0.027
C  -3.53318  -1.59391  -2.03833  -0.002
C  -0.81539  -1.86930  -1.82911  -0.122
C  2.50826  -1.34566  -0.54906  -0.076
C  1.04403  3.74832  2.28417  -0.158
C  -1.49662  -2.50025  -2.88188  -0.071
C  -2.05995  2.74033  -2.70967  -0.106
C  2.76590  1.22096  1.65111  -0.188
C  -2.87775  -2.34727  -2.98490  0.031
C  3.33882  -2.06065  -1.40706  -0.007
C  -0.71891  -3.27090  -3.81997  -0.301
C  2.77843  3.48428  -0.27015  -0.175
C  -1.33630  2.01368  -1.78436  -0.064
C  0.62472  -1.94983  -1.70718  -0.127
C  -2.79555  -1.00859  -1.01675  -0.132
C  0.69946  -3.36173  -3.69340  -0.301
C  -0.46125  2.62785  -0.86255  -0.363
C  1.39084  -2.68753  -2.62265  -0.073
H  3.06816  2.82102  -1.08876  0.030
H  -2.71233  2.22294  -3.40431  0.096
H  3.00046  1.44226  2.69375  0.044
H  0.48504  4.59406  1.88404  0.021
H  2.93108  -0.80665  0.28617  0.084
H  -1.04204  5.83671  -1.86619  0.102
H  -1.41487  0.93907  -1.76138  0.052
H  0.22070  4.56943  -0.21284  0.066
H  3.68920  3.79382  0.25037  0.029
H  3.70609  1.15490  1.10034  0.031
H  -3.27463  -0.41661  -0.25341  0.037
H  -4.60199  -1.44448  -2.07903  0.120
H  1.89663  4.14286  2.84301  0.033
H  3.36877  -3.30840  -3.16485  0.126
H  -3.40018  -2.81362  -3.80945  0.127
H  4.40496  -2.07504  -1.23331  0.118
H  2.33434  4.37595  -0.71162  0.016
H  0.39917  3.20956  2.97768  0.022
H  -2.51525  4.69133  -3.49388  0.092
H  2.27601  0.24883  1.66299  -0.024

Its HOMO-LUMO gap is 5.446 eV. As for the total charge: 0.

***

Most stable: *w*

***

*w*
# C39H44CoN9O4S2

A structure of composition C39H44CoN9O4S2 (the ωB97M-V functional and the def2-TZVPD basis, the OMol25 dataset).

Each line ends with the Löwdin charge.
Cartesian coordinates (Å):
Co  -0.06391  0.22866  -0.03687  0.442
S  -0.16710  -2.90748  -0.11713  0.635
S  2.90036  -0.92534  -0.21790  0.692
O  4.30594  -0.37719  -0.21506  -0.688
O  -0.56365  0.24795  1.85919  -0.062
O  0.16410  2.19106  -0.33199  -0.090
O  0.56731  1.56544  7.74430  -0.106
N  -0.14587  -0.02757  -2.00643  0.064
N  2.64687  5.62549  3.23882  0.055
N  -2.66624  0.13608  0.91879  0.113
N  2.29582  1.08852  1.31585  -0.059
N  1.85490  0.26505  0.29438  -0.374
N  -1.91458  0.10561  -0.21591  -0.025
N  -1.26960  -2.90423  2.31824  0.027
N  0.96073  -2.36969  2.18736  -0.002
N  2.79460  5.48832  4.46627  0.042
C  2.93301  -4.62253  3.10594  -0.105
C  1.09711  -2.06439  3.59484  -0.178
C  1.17198  2.49589  6.94118  -0.280
C  -0.69712  -0.11213  -4.72081  -0.068
C  3.24290  0.63214  2.15330  -0.107
C  1.22476  5.13454  1.41759  -0.054
C  2.48376  2.91974  7.09780  -0.024
C  2.09139  4.64245  2.38062  -0.273
C  -2.14385  0.29414  5.69798  -0.078
C  -1.43782  -0.03668  -2.44219  -0.186
C  -2.95395  -4.70653  1.99107  -0.197
C  -3.90043  -0.06088  -1.67072  -0.022
C  0.37993  3.04201  5.93198  0.004
C  2.46788  3.27730  2.34014  -0.101
C  -2.63696  -4.70916  4.54267  -0.111
C  -1.62477  0.38142  4.41389  -0.038
C  -1.84475  0.21340  1.94612  -0.422
C  2.59051  -3.97784  4.44510  -0.263
C  -3.80663  -0.04307  3.49941  -0.043
C  -1.72951  -0.08366  -3.81136  -0.013
C  0.90350  3.97624  5.06144  -0.005
C  1.38771  0.86848  8.65500  -0.097
C  -4.32429  -0.12855  4.78071  -0.090
C  2.98725  3.88980  6.24094  -0.042
C  -2.43431  0.01011  -1.40517  -0.244
C  2.22407  4.40256  5.20587  -0.303
C  -2.57546  -3.24296  1.77873  -0.224
C  0.81547  2.90413  0.50300  -0.336
C  -3.55494  -5.00831  3.36217  -0.266
C  3.52060  2.78134  3.14204  -0.038
C  1.22623  -3.29398  4.49471  -0.197
C  -0.17221  -2.72164  1.55929  -0.831
C  -2.44580  0.19851  3.30419  -0.143
C  0.61970  -0.08332  -4.26029  -0.044
C  0.83964  -0.03121  -2.89662  -0.091
C  1.84491  2.41107  1.39453  -0.019
C  -3.49391  0.03148  5.88432  -0.091
C  0.57929  4.29751  0.54065  -0.024
C  3.86818  1.46455  3.06439  -0.045
H  2.11780  -5.26075  2.75927  0.075
H  0.76368  0.09542  9.09823  0.088
H  -0.90789  -0.14945  -5.78224  0.103
H  2.61914  -4.74237  5.22756  0.098
H  -1.49569  0.45550  6.54825  0.089
H  -3.68173  -4.98724  1.22452  0.107
H  4.06710  3.45213  3.78777  0.096
H  3.11286  -3.88324  2.32682  0.063
H  1.02157  -2.98086  5.52363  0.109
H  1.98470  -1.43460  3.69618  0.117
H  2.23755  0.40162  8.14865  0.095
H  0.26134  -1.43492  3.91727  0.089
H  -4.23257  0.78927  -2.27142  0.085
H  -4.43966  -0.16583  2.63148  0.104
H  -0.13886  4.67546  -0.17417  0.104
H  -5.38070  -0.32130  4.92146  0.097
H  4.65571  1.05468  3.68164  0.108
H  -4.47696  -4.42792  3.47528  0.103
H  -3.05619  -5.09713  5.47232  0.068
H  0.44704  -4.01503  4.22723  0.091
H  -2.49678  -3.63490  4.68248  0.061
H  -0.64711  2.71336  5.83680  0.105
H  1.03549  6.20150  1.40832  0.105
H  0.28484  4.37465  4.26910  0.121
H  3.83115  -5.23600  3.19237  0.066
H  -0.57882  0.60850  4.24830  0.110
H  -4.43778  -0.05022  -0.72566  0.064
H  -1.65279  -5.16045  4.40124  0.065
H  1.72324  -2.12797  1.55846  0.018
H  3.11243  2.52716  7.88412  0.098
H  -3.31261  -2.58961  2.24520  0.108
H  -3.85221  -6.06070  3.39413  0.099
H  -3.90117  -0.03708  6.88524  0.097
H  1.83966  -0.00574  -2.48428  0.078
H  -2.54965  -3.00372  0.71695  0.059
H  3.36263  -3.24690  4.70849  0.104
H  3.52649  -0.39593  2.02297  0.068
H  -1.23644  -2.56769  3.26710  0.103
H  -2.76012  -0.08880  -4.13787  0.105
H  1.75935  1.52649  9.44678  0.090
H  3.99587  4.26143  6.37184  0.112
H  -4.15619  -0.97295  -2.21506  0.084
H  1.46018  -0.09983  -4.93857  0.103
H  -2.06577  -5.32081  1.81533  0.114

As for the multiplicity: 2. Its HOMO-LUMO gap (spin up / spin down) is 4.571 / 4.345 eV. As for the total charge: -1.

***

*x*
# C39H44CoN9O4S2

A structure of composition C39H44CoN9O4S2 (the ωB97M-V functional and the def2-TZVPD basis, the OMol25 dataset).

Each line ends with the Löwdin charge.
Cartesian coordinates (Å):
Co  -1.82027  0.81352  1.49078  0.486
S  -1.25203  2.68949  -0.88784  0.770
S  1.96068  -0.52278  -0.60529  0.696
O  2.93643  -4.94752  -1.27895  -0.106
O  -3.48262  1.58427  0.91603  -0.070
O  -0.30255  3.52354  -1.64834  -0.581
O  -2.69967  -0.18299  2.80583  -0.134
N  -1.85945  2.27316  2.66320  -0.047
N  -2.92236  3.10600  2.55850  0.127
N  -0.72686  1.89555  0.24315  -0.348
N  -3.06852  -5.52257  1.17923  -0.001
N  2.49668  2.04483  -0.75002  0.006
N  -2.27068  -6.18243  0.36778  -0.020
N  -1.89189  -0.76168  0.39310  0.030
N  1.54761  1.15998  -2.63274  0.025
N  -0.19795  0.37888  2.46265  0.064
C  -4.97211  3.37254  1.32294  -0.136
C  -0.14400  -4.93009  0.78993  -0.034
C  -2.53795  -3.12219  0.58549  -0.105
C  0.07516  1.30154  3.40394  -0.173
C  -5.82554  2.90015  0.33388  -0.013
C  -1.56542  -0.94879  -0.87145  -0.140
C  2.00526  0.96090  -1.38416  -0.855
C  5.80622  3.36831  -0.68801  -0.113
C  1.16078  -4.63905  0.38338  -0.029
C  1.67116  -5.17907  -0.78854  -0.297
C  1.56847  -0.27063  -4.68696  -0.195
C  0.87254  -6.04387  -1.53312  -0.027
C  2.00015  0.05753  4.06182  -0.052
C  3.70992  -3.97456  -0.61337  -0.110
C  1.69158  -0.88422  3.10932  -0.044
C  -2.44335  -1.80541  1.12100  -0.144
C  -2.88916  -1.45257  2.39627  -0.324
C  2.77588  3.33532  -1.35023  -0.201
C  -7.00174  3.57841  0.04592  -0.081
C  2.72222  -1.25133  -4.46778  -0.255
C  -1.76310  -2.17292  -1.50595  -0.051
C  -0.81129  3.49374  4.50331  -0.012
C  -3.51199  -2.45525  3.14705  -0.024
C  5.18785  2.66362  -1.89086  -0.267
C  -7.32855  4.73136  0.74654  -0.100
C  1.18042  1.17322  4.21638  -0.003
C  -3.01240  -4.17895  1.45249  -0.282
C  -3.57447  -3.75965  2.67629  -0.054
C  3.90219  3.31805  -2.38866  -0.196
C  -0.97584  -5.77412  0.04237  -0.349
C  -0.91195  2.39729  3.50118  -0.230
C  -6.47621  5.20393  1.73600  -0.091
C  -3.71635  2.62441  1.60875  -0.418
C  0.83612  0.15710  -3.41806  -0.216
C  3.99911  -0.63895  -3.89809  -0.114
C  -0.40996  -6.34046  -1.11622  -0.047
C  0.56911  -0.68276  2.31409  -0.113
C  -5.30116  4.52761  2.02453  -0.032
C  -2.22841  -3.25315  -0.77146  -0.004
H  6.01600  4.41893  -0.91178  0.074
H  1.28179  -6.48005  -2.43773  0.108
H  -1.03056  -7.02217  -1.68882  0.101
H  5.14288  3.34637  0.18126  0.062
H  2.91638  1.82021  0.13420  0.109
H  3.85049  -0.27820  -2.87890  0.029
H  4.10070  4.35408  -2.68451  0.112
H  -4.02897  -4.53096  3.28820  0.096
H  4.34790  0.19810  -4.51303  0.070
H  -2.36055  -4.21322  -1.24733  0.109
H  -8.24722  5.26069  0.52338  0.096
H  0.10225  4.07224  4.34571  0.088
H  3.20032  -3.01028  -0.58580  0.022
H  0.68321  -0.71058  -2.77796  0.056
H  0.83200  -0.74252  -5.34505  0.106
H  -0.51742  -4.48040  1.70315  0.109
H  4.98570  1.61787  -1.64227  0.096
H  -4.62748  4.88356  2.79304  0.104
H  -0.78134  3.08381  5.51546  0.088
H  4.62841  -3.86523  -1.18772  0.086
H  6.74412  2.89566  -0.38933  0.068
H  0.27548  -1.39132  1.55202  0.091
H  -6.72937  6.10277  2.28529  0.096
H  -1.50928  -2.27795  -2.55228  0.095
H  2.86966  -0.06712  4.69377  0.108
H  -3.93229  -2.20306  4.11498  0.103
H  1.92522  0.61912  -5.22123  0.109
H  1.39201  1.92224  4.96822  0.109
H  2.95451  -1.72540  -5.42618  0.099
H  3.02890  4.00518  -0.52823  0.119
H  1.85366  3.74577  -1.76942  0.079
H  -7.66257  3.20311  -0.72513  0.099
H  1.34049  2.11672  -2.87409  0.110
H  5.90929  2.64110  -2.71157  0.104
H  2.30080  -1.76446  2.95491  0.109
H  -5.55248  1.99839  -0.19644  0.118
H  4.79727  -1.38568  -3.86560  0.069
H  3.96258  -4.28814  0.40721  0.089
H  -1.66983  4.15218  4.40940  0.069
H  -1.13753  -0.10636  -1.38715  0.059
H  2.38508  -2.05503  -3.80374  0.107
H  -0.14756  0.56963  -3.65886  0.120
H  1.76382  -3.98229  0.99975  0.089
H  3.56377  2.79641  -3.28682  0.094

As for the multiplicity: 2. Its HOMO-LUMO gap (spin up / spin down) is 3.812 / 5.224 eV. As for the total charge: -1.

***

Most stable: *x*